DFT (ωB97M-V with the def2-TZVPD basis set) results for the molecule C4H8OS in a non-equilibrium geometry.

Computed properties:
total charge: 0
LUMO level: 1.0 eV
orbital gap: 9.29 eV
SMILES: CO/C=C/SC
ΔE to the lowest compared entry with this formula, charge and spin: 1.284 eV
HOMO level: -0.304 Eh
F_max: 1.9 eV/Å

Geometry as XYZ:
```
14
Properties=species:S:1:pos:R:3:lowdin_charge:R:1
C 2.88 -0.08 -0.31 -0.100
O 1.81 -0.27 0.60 -0.138
C 0.60 -0.50 -0.01 -0.232
C -0.54 -0.50 0.70 -0.440
S -2.05 -0.95 -0.09 0.798
C -2.94 0.61 -0.01 -0.421
H 2.77 0.86 -0.88 0.093
H 3.80 -0.04 0.32 0.100
H 2.97 -0.93 -0.99 0.089
H 0.61 -0.68 -1.05 0.098
H -0.54 -0.28 1.74 0.067
H -3.05 0.95 1.02 0.033
H -3.90 0.43 -0.46 0.018
H -2.42 1.37 -0.59 0.036
```

DFT (ωB97M-V with the def2-TZVPD basis set) results for a structure of composition C33H78AsCl2F6N4O16 in a non-equilibrium geometry.

Computed properties:
total charge: -1
LUMO level: 2.2 eV
orbital gap: 8.17 eV
HOMO level: -0.219 Eh
F_max: 2.7 eV/Å

Geometry as XYZ:
```
140
Properties=species:S:1:pos:R:3:lowdin_charge:R:1
As -18.47 -16.88 6.73 0.821
F -17.90 -15.25 7.11 -0.267
F -17.66 -16.88 5.18 -0.247
F -19.07 -18.49 6.37 -0.253
F -19.10 -16.99 8.39 -0.278
F -19.96 -16.18 6.16 -0.267
F -16.99 -17.59 7.39 -0.270
C -14.53 -17.90 3.51 -0.058
C -13.89 -18.17 4.88 -0.394
C -12.41 -17.95 4.92 -0.199
O -12.14 -16.60 4.56 -0.170
C -10.80 -16.42 4.23 -0.145
N -14.56 -17.19 5.78 0.058
H -15.61 -18.04 3.56 0.060
H -14.20 -18.70 2.83 0.073
H -14.32 -16.92 3.11 0.076
H -14.26 -19.13 5.26 0.128
H -11.78 -18.53 4.23 0.116
H -12.01 -18.19 5.92 0.113
H -10.45 -15.40 4.08 0.085
H -10.56 -16.95 3.30 0.085
H -10.12 -16.77 5.01 0.067
H -14.81 -17.58 6.69 0.034
H -15.56 -17.19 5.55 0.025
C -14.51 -16.60 10.66 -0.076
C -13.80 -15.90 9.49 -0.416
C -12.68 -16.77 8.96 -0.219
O -11.84 -16.00 8.11 -0.171
C -10.53 -16.51 8.08 -0.137
N -14.81 -15.65 8.45 0.060
H -13.82 -16.79 11.49 0.072
H -14.88 -17.56 10.28 0.079
H -15.37 -16.03 10.99 0.071
H -13.32 -15.00 9.88 0.140
H -13.04 -17.66 8.43 0.124
H -12.05 -17.11 9.80 0.117
H -10.02 -16.24 7.16 0.067
H -10.54 -17.60 8.15 0.085
H -9.90 -16.08 8.87 0.084
H -15.47 -16.42 8.38 0.027
H -15.43 -14.95 8.87 0.070
C -17.77 -13.01 4.01 -0.079
C -16.38 -13.66 4.14 -0.428
C -15.38 -12.87 3.33 -0.208
O -14.22 -13.70 3.26 -0.190
C -13.33 -13.31 2.24 -0.127
N -16.01 -13.70 5.54 0.064
H -18.57 -13.63 4.41 0.068
H -18.04 -12.76 2.97 0.067
H -17.89 -12.05 4.53 0.071
H -16.49 -14.66 3.72 0.134
H -15.14 -11.87 3.73 0.129
H -15.70 -12.71 2.29 0.114
H -12.51 -14.01 2.08 0.076
H -12.86 -12.37 2.55 0.086
H -13.86 -13.27 1.28 0.082
H -16.03 -12.74 5.87 0.069
H -16.76 -14.17 6.06 0.026
C -16.67 -22.19 4.91 -0.070
C -16.69 -22.19 6.43 -0.403
C -17.76 -21.21 6.97 -0.194
O -18.05 -21.50 8.32 -0.155
C -18.79 -20.47 8.92 -0.129
N -17.01 -23.52 6.99 0.030
H -16.10 -21.37 4.47 0.070
H -17.64 -22.13 4.40 0.057
H -16.14 -23.08 4.56 0.071
H -15.70 -21.92 6.79 0.135
H -18.66 -21.25 6.35 0.099
H -17.42 -20.17 6.92 0.104
H -19.82 -20.28 8.59 0.075
H -18.34 -19.47 8.98 0.062
H -18.90 -20.70 9.98 0.069
H -17.79 -23.94 6.48 0.075
H -16.27 -24.12 6.61 0.063
C -22.07 -20.63 6.38 -0.054
C -21.32 -21.11 5.14 -0.195
O -21.23 -22.54 5.06 0.053
C -22.34 -23.19 4.81 -0.620
O -23.42 -22.73 4.55 0.119
O -22.10 -24.50 4.82 -0.008
C -23.08 -25.43 4.41 -0.049
H -21.77 -21.13 7.30 0.080
H -23.15 -20.77 6.34 0.072
H -21.84 -19.59 6.61 0.070
H -20.28 -20.83 5.28 0.085
H -21.64 -20.67 4.20 0.119
H -22.54 -26.38 4.38 0.091
H -23.44 -25.17 3.42 0.097
H -23.89 -25.49 5.13 0.096
C -14.99 -20.95 15.07 -0.053
C -16.27 -21.02 14.19 -0.208
O -16.68 -19.68 13.94 0.015
C -17.56 -19.48 12.93 -0.606
O -17.98 -20.33 12.19 0.131
O -17.84 -18.20 12.89 -0.004
C -18.46 -17.67 11.70 0.000
H -14.19 -20.77 14.35 0.073
H -14.86 -21.92 15.53 0.069
H -15.14 -20.18 15.81 0.073
H -17.08 -21.62 14.61 0.124
H -15.96 -21.38 13.21 0.121
H -19.52 -17.92 11.68 0.090
H -17.98 -18.02 10.79 0.085
H -18.33 -16.60 11.79 0.101
C -22.30 -17.72 9.24 -0.068
C -22.90 -16.82 10.32 -0.207
O -22.55 -17.29 11.61 0.032
C -21.74 -16.63 12.45 -0.627
O -21.17 -15.60 12.24 0.122
O -21.58 -17.41 13.50 0.011
C -20.81 -17.01 14.61 -0.044
H -21.21 -17.81 9.30 0.058
H -22.62 -17.47 8.23 0.068
H -22.68 -18.73 9.42 0.077
H -23.98 -16.96 10.18 0.119
H -22.74 -15.74 10.22 0.089
H -21.07 -17.58 15.50 0.092
H -20.84 -15.96 14.88 0.099
H -19.77 -17.28 14.42 0.086
C -18.93 -19.73 2.78 -0.042
C -18.74 -19.18 1.37 -0.212
O -18.79 -20.27 0.49 0.053
C -18.97 -20.15 -0.81 -0.608
O -18.82 -19.13 -1.43 0.135
O -19.44 -21.29 -1.31 0.006
C -19.94 -21.31 -2.61 -0.071
H -18.71 -19.09 3.63 0.073
H -18.48 -20.71 2.94 0.064
H -20.00 -19.96 2.90 0.059
H -17.79 -18.65 1.31 0.124
H -19.42 -18.35 1.17 0.132
H -20.42 -20.38 -2.93 0.097
H -20.74 -22.05 -2.64 0.093
H -19.16 -21.61 -3.32 0.097
C -20.73 -14.04 8.74 -0.990
Cl -22.07 -14.38 7.64 0.525
Cl -21.33 -12.87 9.97 0.476
H -20.35 -14.94 9.22 0.012
H -19.88 -13.61 8.21 0.023
```

DFT (ωB97M-V with the def2-TZVPD basis set) results for a cluster of 11 separate species, C50H130N8O17 in total in a non-equilibrium geometry.

Computed properties:
total charge: 0
LUMO level: 0.5 eV
orbital gap: 8.80 eV
SMILES: COC[C@H](C)N.COC[C@H](C)N.COCCNCCOC.COCCNCCOC.COCCNCCOC.COCCNCCOC.COCCNCCOC.COCCNCCOC.CCO.CCO.CCO
HOMO level: -0.303 Eh
F_max: 2.7 eV/Å

Geometry as XYZ:
```
205
Properties=species:S:1:pos:R:3:lowdin_charge:R:1
C -4.32 -6.57 2.52 -0.114
O -4.23 -5.42 1.70 -0.194
C -4.84 -5.44 0.42 -0.188
C -4.82 -4.06 -0.27 -0.403
C -5.71 -3.06 0.43 -0.058
N -5.22 -4.14 -1.68 0.056
H -5.16 -6.61 3.21 0.083
H -3.40 -6.66 3.09 0.085
H -4.34 -7.49 1.93 0.082
H -4.34 -6.14 -0.25 0.113
H -5.84 -5.88 0.50 0.125
H -3.82 -3.62 -0.23 0.115
H -5.33 -2.78 1.41 0.064
H -6.76 -3.34 0.58 0.086
H -5.63 -2.11 -0.10 0.065
H -6.20 -4.37 -1.66 0.083
H -4.92 -4.97 -2.17 0.048
C -0.58 3.44 -0.78 -0.098
O 0.64 3.98 -0.33 -0.191
C 1.69 3.32 -1.02 -0.182
C 3.13 3.97 -0.82 -0.390
C 3.23 5.47 -1.19 -0.029
N 4.18 3.23 -1.43 0.055
H -1.43 3.81 -0.21 0.082
H -0.57 2.36 -0.70 0.077
H -0.78 3.71 -1.82 0.086
H 1.81 2.27 -0.77 0.092
H 1.47 3.36 -2.09 0.119
H 3.34 3.85 0.24 0.105
H 4.16 5.96 -0.89 0.057
H 2.39 6.04 -0.80 0.071
H 3.04 5.54 -2.27 0.081
H 4.48 2.50 -0.80 0.021
H 5.01 3.81 -1.39 0.058
C 0.74 -0.95 -2.34 -0.055
O 2.06 -0.90 -3.00 -0.194
C 2.59 0.41 -3.11 -0.218
C 3.94 0.34 -3.89 -0.190
N 4.44 1.70 -4.09 -0.067
C 5.83 1.71 -4.57 -0.195
C 6.42 3.13 -4.62 -0.208
O 7.83 3.03 -4.93 -0.192
C 8.40 4.30 -5.04 -0.134
H 0.37 -1.96 -2.50 0.084
H 0.01 -0.19 -2.64 0.065
H 0.80 -0.74 -1.27 0.066
H 2.66 0.84 -2.11 0.079
H 1.88 1.05 -3.63 0.113
H 3.76 -0.20 -4.82 0.116
H 4.72 -0.24 -3.40 0.096
H 4.29 2.22 -3.23 0.043
H 5.95 1.30 -5.57 0.121
H 6.47 1.17 -3.86 0.106
H 6.37 3.58 -3.63 0.103
H 5.86 3.81 -5.26 0.120
H 9.39 4.23 -5.50 0.086
H 8.51 4.75 -4.05 0.082
H 7.81 4.96 -5.68 0.082
C -1.24 2.46 6.82 -0.089
O -0.36 1.57 6.10 -0.200
C -0.74 1.37 4.73 -0.196
C -0.19 2.44 3.77 -0.193
N 1.27 2.31 3.65 -0.025
C 1.82 3.09 2.52 -0.188
C 1.95 4.60 2.86 -0.185
O 2.98 4.71 3.82 -0.177
C 4.25 4.79 3.26 -0.117
H -0.91 2.64 7.84 0.085
H -2.24 2.02 6.89 0.073
H -1.36 3.42 6.31 0.076
H -1.83 1.37 4.76 0.099
H -0.34 0.38 4.52 0.120
H -0.48 3.46 4.03 0.101
H -0.64 2.28 2.79 0.090
H 1.69 2.73 4.47 0.104
H 1.21 2.96 1.63 0.092
H 2.77 2.68 2.16 0.090
H 0.95 4.87 3.22 0.112
H 2.15 5.19 1.96 0.107
H 4.61 3.82 2.94 0.071
H 4.98 5.05 4.02 0.092
H 4.22 5.55 2.47 0.084
C 6.94 -5.45 -1.83 -0.127
O 5.67 -5.32 -1.23 -0.189
C 4.78 -4.42 -1.92 -0.188
C 3.62 -4.00 -0.97 -0.200
N 2.65 -5.10 -0.73 -0.045
C 1.77 -4.79 0.38 -0.227
C 0.70 -3.70 0.19 -0.212
O -0.23 -3.96 -0.89 -0.183
C -1.11 -5.02 -0.46 -0.091
H 7.43 -4.49 -2.01 0.083
H 6.86 -6.05 -2.74 0.086
H 7.62 -5.96 -1.16 0.083
H 4.28 -4.90 -2.76 0.123
H 5.17 -3.43 -2.18 0.113
H 3.04 -3.19 -1.40 0.101
H 4.06 -3.62 -0.04 0.113
H 3.24 -5.86 -0.43 0.100
H 2.31 -4.59 1.31 0.111
H 1.37 -5.77 0.64 0.106
H 1.25 -2.77 0.02 0.089
H 0.21 -3.46 1.13 0.105
H -1.80 -5.25 -1.28 0.069
H -1.68 -4.78 0.44 0.077
H -0.68 -5.98 -0.18 0.082
C 2.52 -0.64 2.40 -0.111
O 3.77 -0.23 1.90 -0.174
C 3.80 0.08 0.50 -0.220
C 5.18 0.44 0.05 -0.183
N 5.61 1.80 0.51 -0.073
C 6.95 2.16 0.07 -0.177
C 7.30 3.49 0.70 -0.206
O 6.89 4.44 -0.26 -0.204
C 6.87 5.73 0.22 -0.121
H 2.35 -1.70 2.21 0.074
H 1.66 -0.13 1.95 0.069
H 2.47 -0.46 3.47 0.089
H 3.20 0.99 0.45 0.095
H 3.34 -0.64 -0.17 0.118
H 5.18 0.50 -1.04 0.108
H 5.77 -0.42 0.35 0.127
H 5.51 1.65 1.50 0.112
H 7.06 2.23 -1.01 0.127
H 7.57 1.33 0.42 0.120
H 8.37 3.49 0.88 0.123
H 6.85 3.68 1.67 0.114
H 7.90 6.08 0.20 0.094
H 6.36 5.77 1.18 0.085
H 6.42 6.34 -0.56 0.086
C -4.29 -7.42 -4.13 -0.082
O -3.73 -6.23 -3.53 -0.230
C -3.19 -5.35 -4.51 -0.219
C -2.55 -4.03 -4.08 -0.195
N -3.58 -3.03 -3.94 -0.052
C -3.14 -1.75 -3.33 -0.181
C -2.16 -1.01 -4.21 -0.238
O -1.97 0.26 -3.66 -0.242
C -1.39 1.28 -4.47 -0.081
H -5.20 -7.14 -4.68 0.086
H -4.54 -8.15 -3.37 0.088
H -3.56 -7.80 -4.85 0.084
H -3.92 -5.27 -5.32 0.122
H -2.38 -5.91 -4.98 0.112
H -1.85 -3.64 -4.82 0.118
H -1.99 -4.23 -3.16 0.103
H -4.27 -3.45 -3.33 0.046
H -2.81 -1.85 -2.29 0.112
H -4.00 -1.10 -3.23 0.100
H -2.53 -0.97 -5.24 0.134
H -1.21 -1.56 -4.20 0.101
H -0.61 0.82 -5.08 0.087
H -0.85 2.03 -3.89 0.074
H -2.15 1.71 -5.12 0.084
C -2.83 5.49 2.48 -0.125
O -3.84 4.74 1.85 -0.181
C -3.72 3.40 2.32 -0.198
C -4.92 2.61 1.70 -0.190
N -4.64 2.18 0.34 -0.065
C -5.74 1.37 -0.18 -0.166
C -5.38 1.13 -1.69 -0.194
O -5.48 2.33 -2.46 -0.188
C -5.07 2.08 -3.76 -0.126
H -2.94 5.47 3.56 0.091
H -2.89 6.50 2.07 0.091
H -1.85 5.19 2.11 0.075
H -3.81 3.42 3.40 0.108
H -2.75 2.96 2.11 0.098
H -5.82 3.22 1.70 0.126
H -5.06 1.75 2.35 0.072
H -4.34 2.94 -0.26 0.114
H -6.75 1.75 -0.06 0.118
H -5.71 0.46 0.41 0.103
H -6.13 0.47 -2.14 0.117
H -4.38 0.72 -1.85 0.103
H -4.90 3.03 -4.28 0.095
H -5.88 1.53 -4.23 0.091
H -4.18 1.45 -3.84 0.061
C -1.85 -1.37 0.90 -0.059
C -1.66 -0.02 1.54 -0.310
O -2.81 0.13 2.30 -0.085
H -2.83 -1.54 0.45 0.068
H -1.71 -2.20 1.60 0.067
H -1.13 -1.47 0.09 0.056
H -1.54 0.77 0.81 0.103
H -0.79 -0.01 2.19 0.092
H -3.46 0.65 1.82 0.044
C -3.30 -2.61 4.29 -0.084
C -3.92 -3.56 5.33 -0.290
O -3.17 -3.37 6.52 -0.086
H -2.36 -3.04 3.94 0.070
H -3.09 -1.64 4.74 0.058
H -3.92 -2.43 3.41 0.053
H -4.05 -4.62 5.08 0.102
H -4.94 -3.19 5.46 0.098
H -3.43 -2.54 6.93 0.076
C -5.19 0.62 4.66 -0.080
C -6.58 0.98 5.19 -0.303
O -7.21 1.89 4.30 -0.089
H -4.66 1.56 4.50 0.058
H -5.19 0.00 3.77 0.072
H -4.67 0.15 5.49 0.070
H -6.63 1.38 6.21 0.110
H -7.22 0.11 5.12 0.107
H -8.15 1.79 4.41 0.078
```

DFT (ωB97M-V with the def2-TZVPD basis set) results for a structure of composition C9H21ClNO8Pt in a non-equilibrium geometry.

Computed properties:
total charge: +1
LUMO level (alpha / beta): -3.3 / -3.8 eV
orbital gap (alpha / beta): 8.67 / 8.22 eV
HOMO level (alpha / beta): -0.441 / -0.441 Eh
F_max: 4.8 eV/Å
multiplicity: 3
<S²>: 2.003

Geometry as XYZ:
```
41
Properties=species:S:1:pos:R:3:lowdin_charge:R:1
Pt 0.24 0.19 -0.52 1.302
Cl 2.98 -1.77 1.21 0.652
O 3.98 -0.74 1.32 -0.334
O 3.37 -2.85 0.31 -0.327
O 2.52 -2.33 2.45 -0.319
O 1.89 -1.02 0.69 -0.494
N -1.36 -0.90 0.60 -0.068
C -2.60 -0.34 0.65 -0.119
C -3.72 -0.77 1.39 -0.016
C -3.47 -1.82 2.26 -0.041
C -2.23 -2.49 2.23 -0.017
C -1.21 -2.03 1.38 -0.059
H -2.61 0.41 -0.13 0.085
H -4.71 -0.34 1.29 0.114
H -4.22 -2.30 2.88 0.117
H -2.07 -3.33 2.90 0.117
H -0.21 -2.43 1.34 0.104
C -1.86 2.66 -1.65 -0.076
O -1.02 1.51 -1.74 -0.247
H -2.91 2.41 -1.81 0.093
H -1.80 3.05 -0.63 0.091
H -1.53 3.38 -2.39 0.102
H -0.72 1.43 -2.65 0.093
C 1.37 -1.55 -2.88 -0.072
O 0.10 -1.15 -2.25 -0.229
H 1.58 -1.43 -3.94 0.101
H 2.22 -1.33 -2.24 0.076
H 1.37 -2.62 -2.66 0.097
H -0.55 -1.49 -2.86 0.110
C -0.16 1.63 2.43 -0.062
O 0.34 1.70 1.06 -0.237
H -0.56 0.65 2.71 0.079
H 0.67 1.65 3.14 0.103
H -0.94 2.38 2.54 0.098
H 0.77 2.56 1.06 0.103
C 3.07 1.59 -0.98 -0.073
O 1.85 1.18 -1.64 -0.231
H 3.78 0.76 -0.98 0.096
H 3.52 2.49 -1.38 0.097
H 2.90 1.94 0.04 0.082
H 1.95 1.44 -2.56 0.110
```

> Among the records above, which one has the lowest F_max?

C4H8OS